C21H20F6MnN4O7PS3 | wB97M-V/def2-TZVPD

Each line ends with the Mulliken charge.
Element x y z (Å)
Mn: -1.3916 -0.0263 -0.2073  0.91
C: -2.3826 0.4169 3.0578  -1.04
P: -1.1870 -0.4565 2.0153  1.27
C: -1.4676 -2.2274 2.2967  -1.32
C: 0.4119 -0.1260 2.8485  -1.38
H: -2.3542 0.0069 4.0670  0.47
H: -3.3802 0.3085 2.6418  0.33
H: -2.1166 1.4713 3.0790  0.28
H: -1.3965 -2.4302 3.3669  0.50
H: -0.7246 -2.8255 1.7727  0.33
H: -2.4613 -2.5043 1.9500  0.25
H: 0.2938 -0.3061 3.9162  0.47
H: 0.6862 0.9147 2.6860  0.36
H: 1.1984 -0.7701 2.4648  0.30
O: 7.9290 -0.0610 -0.6547  -0.37
S: 7.2805 1.5521 -0.7393  0.70
O: 5.6841 0.7301 -0.4423  -0.47
O: 7.2739 1.9534 -2.0806  -0.28
C: 7.0732 -1.0374 -0.7344  0.53
N: 7.4052 -2.2769 -0.8881  -0.45
C: 6.4222 -3.1722 -0.9501  -0.33
C: 5.0910 -2.8174 -0.8720  -0.76
C: 4.7135 -1.4716 -0.7059  0.71
N: 5.7659 -0.6111 -0.6275  0.35
C: 3.3305 -1.0426 -0.6374  1.59
C: 2.2865 -1.9883 -0.6226  -1.22
C: 0.9723 -1.5957 -0.5641  -0.82
N: 0.5575 -0.3111 -0.4942  0.21
C: 1.5580 0.6092 -0.5284  -0.37
C: 2.8960 0.2977 -0.6000  -0.68
H: 6.7405 -4.1989 -1.0709  0.46
H: 4.3489 -3.5928 -0.9429  0.45
H: 2.4843 -3.0460 -0.6513  0.29
H: 0.2038 -2.3537 -0.5747  0.58
H: 1.2487 1.6471 -0.4923  0.36
H: 3.6001 1.1124 -0.6357  0.49
F: -3.7537 1.0271 -2.0040  -0.18
C: -3.2012 -0.1115 -2.3719  0.71
F: -3.6896 -0.5543 -3.5027  -0.23
F: -1.8744 0.2102 -2.5783  -0.23
S: -3.1102 -1.3642 -0.9673  1.53
O: -1.7031 -1.7261 -0.9866  -0.89
O: -3.2546 -0.4747 0.1805  -0.72
N: -3.9691 -2.6150 -1.1446  -0.71
S: -5.5303 -2.1928 -1.2496  0.99
O: -6.2746 -2.9399 -2.1774  -0.58
O: -5.4620 -0.7591 -1.3221  -0.59
C: -6.0463 -2.6577 0.4916  0.75
F: -7.1626 -2.0890 0.8947  -0.20
F: -5.0538 -2.2647 1.3115  -0.20
F: -6.1387 -3.9709 0.5961  -0.22
C: -1.1611 1.6491 -0.0503  -0.95
C: -1.0418 3.0325 -0.1608  1.36
C: -0.7510 3.5596 -1.4467  -0.17
C: -0.7527 4.9196 -1.6496  -0.88
C: -1.0158 5.7898 -0.5961  -0.34
C: -1.2755 5.2908 0.6762  -0.86
C: -1.2913 3.9325 0.9011  -0.28
H: -0.5532 2.8658 -2.2500  0.50
H: -0.5488 5.3181 -2.6311  0.42
H: -1.0173 6.8550 -0.7710  0.44
H: -1.4703 5.9774 1.4860  0.45
H: -1.4934 3.5238 1.8776  0.39

As for the largest force on an atom: 6.14 eV Å⁻¹. As for the lowest unoccupied orbital energy (alpha / beta): -7.768 / -7.765 eV. The net charge is +2. The gap between HOMO and LUMO (alpha / beta) is 6.916 / 5.743 eV.

C10H6CrF5N2O3S | wB97M-V/def2-TZVPD

Each line ends with the Mulliken charge.
Element x y z (Å)
Cr: -0.8050 0.8202 -0.1292  0.94
N: -2.1434 -0.8207 -0.2174  -0.48
C: -3.5288 -0.3274 -0.1355  -0.30
C: -3.5834 1.0924 0.4760  0.28
O: -4.6495 1.5543 0.8816  -0.72
N: -2.3965 1.6722 0.4165  -0.14
C: -2.2538 3.0500 0.8232  -0.55
C: -0.8427 3.5267 0.4027  0.60
O: -0.5677 4.7145 0.4183  -0.69
O: -0.0450 2.5854 0.0630  -0.69
H: -2.0382 -1.4497 -1.0138  0.28
H: -1.9318 -1.3935 0.6018  0.29
H: -4.1899 -0.9941 0.4300  0.28
H: -3.9369 -0.2260 -1.1451  0.19
H: -2.3560 3.1561 1.9131  0.26
H: -3.0109 3.6845 0.3482  0.30
F: 5.7990 -0.7735 -0.1387  -0.32
C: 4.5315 -1.2238 -0.2466  0.53
C: 3.4694 -0.3432 -0.4291  -0.08
F: 3.7014 0.9740 -0.5348  -0.29
C: 2.1842 -0.8410 -0.5034  0.00
F: 1.1374 0.0447 -0.6872  -0.15
C: 1.8628 -2.2124 -0.4182  0.15
S: 0.2699 -2.7567 -0.4782  -0.57
C: 2.9790 -3.0709 -0.2784  0.37
F: 2.7818 -4.4013 -0.2387  -0.34
C: 4.2677 -2.5924 -0.1765  0.16
F: 5.2942 -3.4486 -0.0043  -0.30

As for the largest force on an atom: 1.53 eV Å⁻¹. As for the lowest unoccupied orbital energy (alpha / beta): 2.570 / 2.299 eV. The spin multiplicity is 5. Its expectation value of S² is 6.014. The net charge is -1. The gap between HOMO and LUMO (alpha / beta) is 7.351 / 7.089 eV.

C2H6N3O | wB97M-V/def2-TZVPD

Each line ends with the Mulliken charge.
Element x y z (Å)
C: -1.1314 -0.4861 -0.0483  -0.47
C: 0.3392 -0.7871 -0.1641  0.13
N: 0.8433 -0.0481 0.9781  -0.40
N: 0.6885 0.3062 -1.0915  -0.51
N: 0.3182 1.0892 0.0202  0.42
O: -1.0560 0.9253 -0.0411  -0.31
H: -1.6680 -0.7973 -0.9475  0.33
H: -1.4799 -0.9209 0.8810  0.34
H: 0.6069 -1.8017 -0.3332  0.49
H: 0.2876 -0.0331 1.8711  0.32
H: 1.7595 0.4097 -1.1739  0.33
H: 0.4920 2.1439 0.0493  0.34

As for the largest force on an atom: 3.89 eV Å⁻¹. As for the lowest unoccupied orbital energy: -4.201 eV. The net charge is +1. The gap between HOMO and LUMO is 12.294 eV.

C9H18NO | wB97M-V/def2-TZVPD

Each line ends with the Mulliken charge.
Element x y z (Å)
C: 1.5256 1.8768 -0.4854  -0.83
C: 2.3844 -0.1471 1.1923  -0.62
C: 0.0392 1.9177 0.0190  -0.55
C: 2.5574 -1.3321 0.1331  -0.37
C: 1.7244 0.4407 -0.0753  1.04
C: -2.6880 0.1361 0.6443  -1.52
C: -1.4415 -0.1101 -1.5941  -1.50
C: -1.1877 -1.8204 0.2976  -1.78
C: -1.3704 -0.2722 -0.1129  1.30
N: -0.1711 0.5032 0.2774  -0.36
O: 2.0509 -0.4758 -0.9669  -0.39
H: 1.8302 1.8401 -1.6069  0.31
H: 2.1806 2.5060 -0.0052  0.46
H: 1.8428 -0.5537 2.0325  0.30
H: 3.2991 0.3645 1.4613  0.33
H: -0.0466 2.6018 0.8992  0.34
H: -0.6654 2.4064 -0.7473  0.30
H: 3.5388 -1.7637 -0.2908  0.32
H: 1.7374 -2.2126 0.3043  0.15
H: -2.6277 -0.2602 1.5899  0.48
H: -2.8943 1.2515 0.6446  0.37
H: -3.6613 -0.2757 0.1916  0.36
H: -0.3618 0.0816 -1.8449  0.32
H: -2.2034 0.5794 -2.0788  0.34
H: -1.6858 -1.0639 -2.2332  0.33
H: -0.3925 -2.2565 -0.2726  0.42
H: -1.0177 -1.9291 1.3140  0.52
H: -2.1757 -2.3101 0.0248  0.42
H: -0.1196 0.2775 1.2883  0.52

As for the largest force on an atom: 3.84 eV Å⁻¹. As for the lowest unoccupied orbital energy: -3.044 eV. The net charge is +1. The gap between HOMO and LUMO is 11.156 eV.

C7H10 | wB97M-V/def2-TZVPD

Each line ends with the Mulliken charge.
Element x y z (Å)
C: -0.1559 2.2780 0.0881  -0.99
C: -0.8109 1.1654 -0.0906  0.67
C: -1.0776 -0.0966 -0.1966  0.21
C: -1.4383 -1.2172 -1.0765  -0.56
C: -1.6979 -1.2769 0.4226  -0.57
H: 0.9077 2.1056 0.2704  0.15
H: -0.5308 3.2940 0.0785  0.27
H: -2.2680 -1.0407 -1.7528  0.25
H: -0.6559 -1.8689 -1.4679  0.18
H: -1.0838 -1.9660 1.0039  0.18
H: -2.7080 -1.1403 0.7935  0.25
C: 2.2773 0.5121 0.4284  -0.81
C: 1.5683 -0.5913 0.2149  -0.37
H: 2.7390 1.0558 -0.3917  0.35
H: 2.4006 0.9225 1.4273  0.35
H: 1.4321 -0.9992 -0.7836  0.22
H: 1.1022 -1.1364 1.0320  0.21

As for the largest force on an atom: 0.46 eV Å⁻¹. As for the lowest unoccupied orbital energy: 1.150 eV. The SMILES is C=C=C1CC1.C=C. The gap between HOMO and LUMO is 10.267 eV.

C8H16N2O2S | wB97M-V/def2-TZVPD

Each line ends with the Mulliken charge.
Element x y z (Å)
C: -0.7043 -2.5851 -0.8617  -1.37
C: -1.1198 -1.4900 0.0902  0.89
O: -0.4987 -1.2078 1.0981  -0.73
N: -2.2603 -0.8550 -0.2655  -0.13
C: -2.7009 0.3511 0.3886  -0.81
C: -2.3917 1.5947 -0.4462  -0.59
S: -0.6390 1.6819 -0.9562  -0.13
C: 0.1159 2.2162 0.6216  -0.51
C: 1.6032 1.9045 0.6471  -1.01
N: 1.8465 0.4846 0.5989  -0.13
C: 2.7801 -0.0554 -0.2145  0.80
C: 2.8555 -1.5666 -0.1469  -0.89
O: 3.5184 0.6150 -0.9076  -0.67
H: -1.5675 -3.0902 -1.2863  0.44
H: -0.1236 -2.1369 -1.6668  0.27
H: -0.0775 -3.3053 -0.3437  0.37
H: -2.6589 -1.0520 -1.1702  0.22
H: -3.7792 0.2989 0.5729  0.35
H: -2.1824 0.3888 1.3496  0.35
H: -2.6416 2.5028 0.1010  0.37
H: -2.9519 1.5751 -1.3808  0.39
H: -0.3871 1.6759 1.4230  0.33
H: -0.0538 3.2882 0.7299  0.44
H: 2.0296 2.3313 1.5661  0.31
H: 2.1165 2.3486 -0.2114  0.45
H: 1.1857 -0.1164 1.0752  0.26
H: 3.7661 -1.8435 0.3808  0.28
H: 2.9218 -1.9670 -1.1553  0.29
H: 1.9990 -1.9862 0.3702  0.15

As for the largest force on an atom: 0.65 eV Å⁻¹. As for the lowest unoccupied orbital energy: 0.548 eV. The SMILES is CC(=O)NCCSCCNC(C)=O. The gap between HOMO and LUMO is 9.285 eV.